# 1
{
  "formula": "C14H46O9",
  "method": "ωB97M-V with the def2-TZVPD basis set",
  "gap_ev": 10.1,
  "e_above_lowest_kj_mol": 436.27,
  "homo_energy_ha": -0.3607,
  "spin_multiplicity": 1,
  "elements": ["C", "O", "H", "H", "H", "H", "C", "O", "H", "H", "H", "H", "C", "O", "H", "H", "H", "H", "C", "O", "H", "H", "H", "H", "C", "C", "O", "H", "H", "H", "H", "H", "H", "C", "C", "O", "H", "H", "H", "H", "H", "H", "C", "C", "O", "H", "H", "H", "H", "H", "H", "C", "C", "O", "H", "H", "H", "H", "H", "H", "C", "C", "O", "H", "H", "H", "H", "H", "H"],
  "xyz": [[15.5506, 7.9470, -19.9098], [14.4355, 8.8870, -20.0032], [16.0631, 7.8670, -20.8684], [16.3378, 8.1493, -19.1835], [15.3475, 6.9071, -19.6541], [14.7881, 9.5346, -20.6179], [14.4654, 10.1113, -12.9208], [14.7039, 8.7557, -12.6748], [13.4343, 10.1438, -13.2728], [14.5957, 10.7950, -12.0819], [15.0645, 10.4532, -13.7648], [14.5887, 8.1627, -13.4209], [13.1133, 12.1529, -17.6203], [14.0102, 13.1154, -17.1298], [12.4542, 11.8269, -16.8157], [12.5205, 12.8028, -18.2639], [13.5028, 11.3002, -18.1765], [14.9307, 12.8781, -17.2638], [12.9960, 8.6601, -15.9537], [12.8344, 8.1094, -17.2576], [12.8545, 9.7382, -16.0292], [12.3843, 8.2736, -15.1386], [14.0106, 8.6616, -15.5551], [13.5843, 8.2943, -17.8278], [17.1233, 5.2891, -15.4255], [15.9910, 6.3341, -15.6043], [16.4896, 7.6292, -15.7117], [16.8128, 4.2443, -15.4388], [17.6594, 5.5743, -14.5203], [17.7624, 5.4625, -16.2913], [15.2417, 6.0275, -14.8746], [15.5677, 6.1774, -16.5965], [17.2334, 7.7333, -15.1137], [12.1539, 3.4485, -17.3742], [13.1076, 4.6619, -17.0667], [12.7309, 5.2934, -15.8746], [12.2387, 2.6032, -16.6913], [12.3192, 3.1977, -18.4220], [11.0978, 3.7182, -17.3661], [13.0189, 5.4277, -17.8373], [14.1561, 4.3659, -17.0346], [12.1208, 5.9742, -16.1676], [9.5457, 13.1062, -13.9676], [10.0515, 11.9976, -14.8298], [11.3397, 11.4835, -14.2997], [10.0968, 14.0303, -14.1421], [9.4879, 13.0627, -12.8800], [8.5020, 13.3401, -14.1775], [10.2196, 12.4164, -15.8220], [9.3227, 11.1888, -14.8816], [11.9670, 12.1906, -14.4674], [9.3629, 8.0566, -14.7255], [9.7323, 6.8832, -15.5867], [8.7038, 6.4996, -16.5174], [9.1004, 8.9069, -15.3549], [10.1448, 8.4054, -14.0508], [8.4280, 7.8227, -14.2163], [9.8957, 6.0762, -14.8725], [10.7270, 6.8464, -16.0309], [9.0203, 6.5529, -17.4222], [9.1898, 6.6294, -20.2890], [10.5904, 7.1458, -19.9685], [10.9084, 6.4945, -18.8582], [9.0703, 5.5773, -20.5479], [8.9546, 7.1456, -21.2198], [8.4164, 6.8877, -19.5657], [10.5078, 8.2249, -19.8387], [11.1995, 6.8366, -20.8179], [11.2338, 7.1454, -18.2321]],
  "forces_ev_per_angstrom": [[0.7, -0.4, -0.4], [1.3, -1.3, 0.5], [-0.1, 0.2, -0.2], [-0.2, 1.0, 0.3], [-1.3, 0.1, -0.1], [-0.4, 0.3, 0.0], [-1.1, -0.2, -2.0], [1.0, -0.8, 1.8], [-0.3, 0.8, 0.2], [0.2, -0.7, 0.3], [0.3, 0.3, 0.0], [-0.1, 0.6, -0.3], [-1.1, 1.0, -0.4], [1.3, 0.2, 0.7], [0.1, -0.3, 0.1], [-0.6, -0.8, -0.5], [0.3, 0.1, 0.1], [-0.1, -0.2, 0.0], [1.1, 1.8, 0.1], [-0.7, -0.9, 0.7], [-0.7, 0.1, 0.2], [-0.5, -0.4, -0.7], [0.4, -0.8, -0.4], [0.2, 0.2, 0.1], [-0.1, 1.4, -0.8], [0.3, -2.6, -1.2], [0.0, 0.8, 0.7], [-0.2, 0.2, 0.3], [0.2, -0.5, 0.1], [0.5, -0.3, 0.1], [-0.4, 1.2, 0.4], [-0.5, -0.3, 0.1], [0.1, 0.1, 0.2], [0.5, 1.1, -0.5], [-1.2, -0.9, -0.6], [0.2, 0.3, 0.8], [0.5, 0.0, -0.1], [0.2, -0.6, 0.0], [0.0, 0.5, 0.3], [0.1, -0.3, -0.5], [0.0, -0.2, 0.3], [0.1, 0.1, 0.3], [-0.9, 1.6, 0.6], [1.3, -0.3, 1.0], [-1.5, 0.1, -0.8], [0.1, 0.1, -0.2], [0.6, -1.1, 0.1], [-0.1, 0.0, -0.6], [-0.1, -0.3, -0.2], [0.4, -0.2, 0.0], [0.2, 0.1, 0.1], [-0.6, 1.0, -1.0], [0.1, -1.6, 0.4], [0.3, 0.4, 0.8], [0.1, 0.2, -0.1], [0.0, -0.4, 0.1], [0.2, -0.1, 0.4], [-0.5, -0.6, 0.0], [-0.2, 1.1, -0.6], [0.4, 0.0, -0.1], [-0.6, 1.0, -1.8], [-3.0, -0.3, -2.6], [1.9, -1.1, 4.0], [0.6, -0.1, 0.4], [-0.7, 0.1, -0.2], [0.2, 0.1, 0.2], [0.4, 0.1, -0.2], [0.5, 0.5, -0.1], [0.7, -0.1, 0.4]],
  "lowdin_charge": [-0.138, -0.118, 0.075, 0.072, 0.073, 0.071, -0.167, -0.121, 0.058, 0.086, 0.074, 0.050, -0.158, -0.117, 0.046, 0.083, 0.078, 0.076, -0.118, -0.108, 0.057, 0.084, 0.061, 0.064, -0.070, -0.353, -0.070, 0.076, 0.073, 0.071, 0.104, 0.093, 0.085, -0.060, -0.309, -0.086, 0.067, 0.065, 0.064, 0.086, 0.096, 0.016, -0.110, -0.267, -0.110, 0.073, 0.078, 0.074, 0.103, 0.096, 0.065, -0.076, -0.309, -0.057, 0.061, 0.076, 0.082, 0.114, 0.063, 0.040, -0.087, -0.363, -0.067, 0.078, 0.067, 0.070, 0.128, 0.116, 0.053]
}

=====

# 2
{
  "formula": "C14H4Cl5F7MnNO4S2",
  "method": "ωB97M-V with the def2-TZVPD basis set",
  "gap_ev": [6.2, 8.6],
  "homo_energy_ha": [-0.3604, -0.3600],
  "spin_multiplicity": 5,
  "elements": ["Mn", "Cl", "C", "C", "C", "Cl", "C", "Cl", "C", "Cl", "C", "Cl", "F", "C", "F", "F", "S", "O", "O", "N", "S", "O", "O", "C", "F", "F", "F", "F", "C", "C", "C", "C", "C", "C", "H", "H", "H", "H"],
  "xyz": [[-5.7261, -3.3652, 12.3971], [-8.0517, -3.4156, 10.1768], [-6.6415, -2.5280, 9.6660], [-5.5665, -2.4994, 10.5576], [-4.3249, -1.9888, 10.1782], [-2.9926, -2.0509, 11.3157], [-4.2692, -1.2751, 8.9656], [-2.7852, -0.4413, 8.5554], [-5.3348, -1.3102, 8.0029], [-5.1620, -0.5006, 6.5080], [-6.4904, -2.0914, 8.3391], [-7.6303, -2.5021, 7.1433], [-7.1152, 0.5711, 13.1870], [-6.1267, 0.3361, 14.0142], [-4.9403, 0.4814, 13.3994], [-6.1591, 1.1286, 15.1000], [-6.0907, -1.5190, 14.5514], [-4.7000, -1.9742, 14.3487], [-7.0225, -2.2561, 13.6128], [-6.6452, -1.5165, 15.9440], [-5.9832, -1.8945, 17.4133], [-4.6780, -1.2436, 17.5704], [-7.0264, -1.6789, 18.3709], [-5.7775, -3.7545, 17.3462], [-5.7988, -4.3339, 18.5350], [-6.8018, -4.2420, 16.5736], [-4.5897, -4.0643, 16.7589], [-5.2170, -9.2879, 13.9010], [-5.4442, -7.9208, 13.6677], [-6.3709, -7.6751, 12.6235], [-6.4639, -6.3821, 12.2219], [-5.7654, -5.3439, 12.8691], [-4.9624, -5.6275, 13.9570], [-4.7315, -6.9459, 14.3748], [-6.9008, -8.4519, 12.1285], [-7.0655, -6.3168, 11.3340], [-4.4453, -4.7474, 14.4840], [-4.0591, -7.2540, 15.2024]],
  "forces_ev_per_angstrom": [[-0.3, 0.9, 1.4], [0.1, 0.2, -0.1], [1.0, -0.4, -0.6], [0.4, -1.0, -0.1], [-1.2, 0.9, -0.5], [-0.5, -0.1, -0.5], [0.4, 0.0, -0.8], [-0.6, -0.3, 0.1], [0.3, -1.1, 2.0], [-0.2, -0.3, 0.1], [0.8, 1.0, 0.3], [-0.3, 0.2, -0.2], [-0.1, 0.3, 0.1], [1.3, -1.0, 0.8], [-0.7, 0.5, 0.0], [-0.2, -0.7, -1.2], [0.4, -0.4, -0.3], [-1.3, -0.1, -0.6], [1.1, 0.7, 0.2], [0.0, -0.6, 1.8], [0.8, 2.5, -0.3], [-2.1, -1.7, -0.3], [0.6, -0.4, -0.4], [0.1, -0.6, -1.2], [-0.2, 0.5, -0.4], [1.3, 0.3, 0.9], [-1.0, 0.2, 0.3], [-0.2, 2.1, 0.2], [-0.1, -1.8, -0.3], [2.0, 0.1, 2.1], [-0.1, 0.9, -0.7], [-0.4, -1.1, -0.9], [1.2, 1.9, 0.8], [-0.7, -1.1, -0.3], [-0.2, -0.6, -0.2], [-0.2, 1.0, -0.3], [-0.6, -1.5, -0.7], [-0.5, 0.5, -0.7]],
  "mulliken_spin": [4.579, 0.011, -0.142, -0.023, -0.078, 0.012, -0.019, -0.002, 0.016, 0.002, -0.012, -0.002, 0.000, -0.002, -0.001, 0.000, -0.010, 0.033, 0.030, 0.004, 0.001, 0.001, 0.000, 0.000, 0.000, 0.000, 0.000, 0.002, 0.040, -0.029, 0.083, -0.376, -0.042, -0.039, 0.001, -0.010, -0.028, 0.000]
}

=====

# 3
{
  "formula": "C14H4F8MnO5S2Se",
  "method": "ωB97M-V with the def2-TZVPD basis set",
  "gap_ev": [6.6, 6.9],
  "total_charge": -2,
  "e_above_lowest_kj_mol": 30.34,
  "homo_energy_ha": [-0.0672, -0.0771],
  "spin_multiplicity": 6,
  "elements": ["Mn", "O", "C", "O", "C", "C", "C", "C", "C", "C", "S", "H", "H", "H", "H", "F", "C", "C", "F", "C", "F", "C", "Se", "C", "F", "C", "F", "F", "C", "F", "F", "S", "O", "O", "O"],
  "xyz": [[-0.5397, 0.3158, 0.4741], [-3.0463, -0.3658, 3.7025], [-1.9894, -0.3255, 3.0752], [-1.7876, 0.3871, 2.0304], [-0.8077, -1.1231, 3.6298], [-0.7626, -1.2018, 5.0214], [0.2440, -1.8723, 5.6944], [1.2302, -2.5085, 4.9488], [1.1922, -2.4558, 3.5693], [0.1904, -1.7646, 2.8658], [0.2733, -1.8607, 1.1044], [-1.5659, -0.7217, 5.5655], [0.2592, -1.9048, 6.7779], [2.0316, -3.0466, 5.4448], [1.9543, -2.9524, 2.9809], [1.9154, 2.1802, -5.7510], [1.7334, 2.2353, -4.4196], [2.3234, 1.2978, -3.5966], [3.0817, 0.3313, -4.1401], [2.1254, 1.3548, -2.2291], [2.7134, 0.4110, -1.4943], [1.3474, 2.3388, -1.6319], [1.0359, 2.4028, 0.2546], [0.7816, 3.2721, -2.4913], [0.0251, 4.2728, -2.0160], [0.9616, 3.2333, -3.8624], [0.3995, 4.1627, -4.6549], [-3.6924, -1.0986, -2.9370], [-2.4128, -1.4546, -2.7358], [-2.0152, -2.1452, -3.8194], [-2.3752, -2.2766, -1.6904], [-1.3421, 0.0213, -2.4810], [-0.0358, -0.5564, -2.2665], [-1.5369, 0.8120, -3.6650], [-1.9095, 0.6060, -1.2573]],
  "forces_ev_per_angstrom": [[0.0, 0.1, -0.1], [0.0, 0.0, 0.0], [0.1, -0.1, 0.0], [-0.1, 0.1, 0.0], [0.0, 0.0, -0.1], [0.0, 0.0, 0.1], [0.0, 0.0, 0.0], [0.0, 0.0, 0.0], [0.0, 0.0, 0.0], [-0.1, 0.1, 0.0], [0.0, -0.1, 0.0], [0.0, 0.0, 0.0], [0.0, 0.0, 0.0], [0.0, 0.0, 0.0], [0.0, 0.0, 0.0], [0.0, 0.0, 0.0], [0.0, 0.0, 0.0], [0.0, 0.0, 0.0], [0.0, 0.0, 0.0], [0.1, 0.0, -0.1], [0.0, 0.0, 0.0], [-0.1, 0.0, 0.2], [0.0, 0.0, 0.0], [0.0, 0.1, -0.1], [0.0, 0.0, 0.0], [0.0, 0.0, 0.1], [0.0, 0.0, 0.0], [0.0, 0.0, 0.0], [0.0, 0.1, -0.1], [0.0, 0.0, 0.0], [0.0, 0.0, 0.0], [0.0, 0.0, 0.0], [0.0, 0.0, 0.0], [0.0, 0.0, -0.1], [0.2, -0.1, 0.2]],
  "mulliken_spin": [4.777, 0.009, -0.005, 0.067, -0.004, -0.003, 0.004, -0.002, 0.004, 0.000, 0.063, 0.000, 0.001, 0.000, -0.002, 0.000, 0.003, -0.002, 0.000, -0.013, 0.003, 0.022, 0.050, -0.007, -0.001, 0.000, 0.000, 0.000, 0.005, 0.000, 0.002, -0.018, 0.012, 0.002, 0.032]
}